# 1
Molecular formula: C19H27N3O3S
Method: DFT, ωB97M-V/def2-TZVPD

## Properties
* orbital gap: 9.05 eV
* LUMO energy: 0.56 eV
* SMILES: CC[C@H](C)NC(=O)CCn1ccc2cc(S(=O)(=O)N3CCCC3)ccc21
* ΔE to the lowest compared entry with this formula, charge and spin: 26.5 kcal per mole

Positions of all 53 atoms, in Å:
C1 -0.574 -2.670 1.849
H1 0.010 -2.298 2.688
H2 0.049 -3.359 1.285
C2 -1.037 -1.506 0.984
C3 -1.988 -1.924 -0.143
N1 -2.441 -0.742 -0.854
C4 -3.693 -0.249 -0.781
O1 -4.580 -0.756 -0.130
C5 -3.897 1.025 -1.601
H3 -3.136 1.097 -2.377
H4 -4.879 0.977 -2.073
C6 -3.857 2.257 -0.680
N2 -2.791 2.182 0.285
C7 -1.454 2.141 0.019
C8 -0.762 2.261 -1.186
C9 0.607 2.114 -1.158
C10 1.270 1.876 0.046
C11 0.617 1.798 1.251
C12 -0.771 1.929 1.249
C13 -1.771 1.850 2.256
C14 -2.970 1.994 1.628
H5 -3.959 1.973 2.042
H6 -1.609 1.698 3.303
H7 1.178 1.640 2.158
S1 3.028 1.590 -0.039
O2 3.577 1.599 1.289
O3 3.613 2.458 -1.021
N3 3.005 0.024 -0.701
C15 2.882 -0.997 0.322
H8 2.365 -1.855 -0.117
H9 2.290 -0.606 1.148
C16 4.317 -1.369 0.744
H10 4.555 -0.905 1.699
H11 4.426 -2.448 0.841
C17 5.210 -0.796 -0.370
H12 5.780 0.052 0.006
H13 5.901 -1.534 -0.773
C18 4.215 -0.308 -1.432
H14 3.973 -1.101 -2.146
H15 4.552 0.577 -1.969
H16 1.202 2.187 -2.053
H17 -1.275 2.469 -2.113
H18 -4.794 2.318 -0.124
H19 -3.747 3.164 -1.284
H20 -1.728 -0.229 -1.351
C19 -1.335 -2.878 -1.139
H21 -1.106 -3.827 -0.664
H22 -2.009 -3.066 -1.971
H23 -0.413 -2.446 -1.525
H24 -2.887 -2.382 0.283
H25 -0.170 -1.001 0.547
H26 -1.559 -0.781 1.612
H27 -1.429 -3.216 2.241

***

# 2
Molecular formula: C6H14O
Method: DFT, ωB97M-V/def2-TZVPD

## Properties
* orbital gap: 11.16 eV
* LUMO energy: 0.93 eV
* SMILES: CC(C)C[C@@H](C)O
* ΔE to the lowest compared entry with this formula, charge and spin: 3.9 kcal per mole

Positions of all 21 atoms, in Å:
C1 -1.530 -0.683 -1.068
C2 -1.102 -0.277 0.343
C3 -2.222 0.488 1.048
C4 0.191 0.548 0.351
C5 1.378 -0.135 -0.327
C6 2.691 0.595 -0.067
O1 1.451 -1.475 0.156
H1 -2.482 -1.225 -1.043
H2 -0.791 -1.340 -1.539
H3 -1.665 0.197 -1.710
H4 -0.898 -1.195 0.908
H5 -3.141 -0.107 1.089
H6 -2.454 1.421 0.517
H7 -1.943 0.749 2.075
H8 0.458 0.779 1.392
H9 0.021 1.513 -0.150
H10 1.194 -0.152 -1.413
H11 2.890 0.648 1.009
H12 2.662 1.616 -0.467
H13 3.527 0.067 -0.539
H14 1.763 -2.031 -0.567

***

# 3
Molecular formula: C34H54BN8OSTi
Method: DFT, ωB97M-V/def2-TZVPD

## Properties
* orbital gap: 6.40 eV
* LUMO energy: -10.52 eV
* ΔE to the lowest compared entry with this formula, charge and spin: 0.0 kcal per mole
* net charge: +3

Positions of all 100 atoms, in Å:
Ti1 0.780 0.647 0.436
C1 0.890 3.042 3.489
C2 -0.583 2.701 3.641
C3 -1.452 3.946 3.372
C4 -1.143 1.555 2.830
C5 -2.309 0.926 3.187
C6 -2.632 -0.009 2.196
C7 -3.857 -0.881 2.206
C8 -4.869 -0.532 1.099
C9 -3.518 -2.375 2.227
N1 -1.676 0.034 1.270
N2 -0.729 1.003 1.627
B1 -1.627 -0.616 -0.134
N3 -1.407 0.537 -1.156
N4 -0.189 1.205 -1.197
C10 -0.116 1.849 -2.416
C11 -1.301 1.636 -3.076
C12 -2.091 0.803 -2.270
C13 -3.430 0.210 -2.581
C14 -4.284 1.179 -3.404
C15 -3.227 -1.128 -3.318
C16 1.092 2.582 -2.940
C17 0.945 2.871 -4.434
C18 2.379 1.790 -2.681
N5 -0.406 -1.593 -0.307
N6 0.897 -1.095 -0.384
C19 1.697 -2.082 -0.922
C20 0.908 -3.184 -1.130
C21 -0.402 -2.855 -0.747
C22 -1.584 -3.774 -0.766
C23 -1.462 -4.745 0.426
C24 -1.658 -4.545 -2.089
C25 3.133 -1.919 -1.325
C26 3.810 -3.276 -1.532
C27 3.934 -1.045 -0.373
H1 1.164 3.776 4.246
H2 1.537 2.175 3.626
H3 1.071 3.507 2.522
H4 -0.747 2.402 4.675
H5 -1.399 4.236 2.318
H6 -2.497 3.773 3.625
H7 -1.091 4.780 3.976
H8 -2.889 1.135 4.076
H9 -4.330 -0.640 3.157
H10 -4.616 -1.021 0.156
H11 -5.855 -0.890 1.396
H12 -4.945 0.546 0.934
H13 -3.026 -2.679 1.302
H14 -2.874 -2.633 3.072
H15 -4.438 -2.954 2.324
H16 -2.632 -1.194 -0.354
H17 -1.568 2.027 -4.046
H18 -3.940 0.014 -1.638
H19 -3.854 1.344 -4.396
H20 -5.277 0.750 -3.547
H21 -4.402 2.145 -2.906
H22 -2.746 -0.962 -4.286
H23 -2.608 -1.822 -2.739
H24 -4.195 -1.600 -3.498
H25 1.160 3.546 -2.437
H26 0.773 1.950 -4.998
H27 0.128 3.568 -4.638
H28 1.864 3.327 -4.807
H29 2.413 0.909 -3.327
H30 3.259 2.400 -2.896
H31 2.467 1.448 -1.649
H32 1.230 -4.132 -1.535
H33 -2.496 -3.189 -0.651
H34 -0.580 -5.382 0.312
H35 -1.390 -4.218 1.381
H36 -2.341 -5.393 0.461
H37 -0.838 -5.262 -2.177
H38 -2.591 -5.110 -2.124
H39 -1.632 -3.881 -2.957
H40 3.097 -1.413 -2.296
H41 3.783 -3.871 -0.616
H42 3.352 -3.849 -2.337
H43 4.855 -3.121 -1.801
H44 4.095 -1.545 0.584
H45 4.909 -0.818 -0.803
H46 3.442 -0.091 -0.193
N7 1.624 3.828 -0.162
C28 2.525 3.102 0.482
N8 2.300 1.841 0.937
C29 3.413 1.406 1.748
C30 3.490 0.251 2.505
C31 4.657 -0.004 3.207
C32 5.729 0.884 3.166
C33 5.647 2.053 2.429
C34 4.475 2.294 1.733
S1 4.073 3.732 0.814
H47 0.659 3.556 -0.205
H48 1.839 4.781 -0.415
H49 2.665 -0.439 2.554
H50 4.733 -0.903 3.806
H51 6.628 0.670 3.728
H52 6.466 2.764 2.412
O1 0.614 -1.311 2.379
H53 0.261 -1.225 3.274
H54 0.888 -2.234 2.295

***

# 4
Molecular formula: C28H17N5O13Tl
Method: DFT, ωB97M-V/def2-TZVPD

## Properties
* orbital gap: 7.31 eV
* LUMO energy: 1.21 eV
* ΔE to the lowest compared entry with this formula, charge and spin: 2.8 kcal per mole
* net charge: -1

Positions of all 64 atoms, in Å:
Tl1 -0.911 0.961 -0.181
O1 -1.491 -2.392 3.223
C1 -2.042 -1.585 4.143
C2 -2.222 -2.115 5.423
C3 -2.788 -1.349 6.420
C4 -3.185 -0.035 6.172
C5 -3.007 0.491 4.909
C6 -2.445 -0.265 3.875
C7 -2.266 0.325 2.527
O2 -1.673 -0.363 1.635
N1 -2.787 1.550 2.347
N2 -2.499 2.015 1.124
C8 -3.055 3.061 0.663
C9 -2.698 3.522 -0.695
C10 -3.331 4.604 -1.284
C11 -2.974 4.962 -2.575
C12 -2.003 4.240 -3.246
C13 -1.407 3.173 -2.594
N3 -1.753 2.841 -1.352
H1 -1.409 -1.868 2.396
H2 -1.903 -3.134 5.601
H3 -2.919 -1.777 7.408
H4 -3.620 0.566 6.961
H5 -3.301 1.507 4.684
H6 -3.803 3.595 1.242
H7 -4.087 5.148 -0.732
H8 -3.456 5.806 -3.053
H9 -1.700 4.491 -4.253
H10 -0.619 2.579 -3.045
O3 2.646 1.029 2.111
C14 1.965 1.160 1.112
O4 0.693 1.451 1.161
C15 2.647 1.051 -0.246
C16 4.020 0.927 -0.196
C17 4.787 0.875 -1.349
C18 4.201 0.974 -2.592
C19 2.839 1.113 -2.658
C20 1.984 1.104 -1.516
O5 0.717 1.113 -1.685
N4 2.272 1.284 -4.005
O6 2.820 0.705 -4.926
O7 1.367 2.085 -4.154
N5 6.238 0.739 -1.258
O8 6.734 0.617 -0.153
O9 6.880 0.723 -2.296
H11 4.490 0.873 0.774
H12 4.794 0.950 -3.494
O10 -2.590 -2.097 -2.697
C21 -1.795 -1.587 -1.927
O11 -1.951 -0.390 -1.448
C22 -0.592 -2.381 -1.469
C23 0.280 -1.966 -0.474
C24 1.397 -2.721 -0.093
C25 1.589 -3.902 -0.756
O12 2.594 -4.816 -0.584
C26 2.334 -5.872 -1.514
O13 1.148 -5.543 -2.236
C27 0.724 -4.331 -1.741
C28 -0.370 -3.609 -2.120
H13 0.122 -1.036 0.065
H14 2.069 -2.382 0.684
H15 2.182 -6.803 -0.967
H16 3.171 -5.957 -2.206
H17 -1.052 -3.935 -2.891

***

# 5
Molecular formula: C4H6N2O
Method: DFT, ωB97M-V/def2-TZVPD

## Properties
* orbital gap: 7.33 eV
* LUMO energy: 0.75 eV
* ΔE to the lowest compared entry with this formula, charge and spin: 137.9 kcal per mole

Positions of all 13 atoms, in Å:
C1 -1.021 -0.107 -0.076
C2 -0.725 1.259 0.008
C3 0.684 1.254 -0.142
C4 1.082 -0.086 -0.131
H1 -2.949 -1.398 -0.681
H2 -3.083 -0.346 0.770
H3 -1.421 1.998 0.009
H4 1.430 2.065 -0.036
H5 2.590 -1.930 -0.243
H6 3.246 -0.199 0.459
N1 -2.099 -0.828 0.103
N2 2.288 -0.739 0.127
O1 -0.022 -0.945 -0.168

***

# 6
Molecular formula: C4H4O
Method: DFT, ωB97M-V/def2-TZVPD

## Properties
* orbital gap: 11.05 eV
* LUMO energy: 0.96 eV
* SMILES: C#CCC=O
* ΔE to the lowest compared entry with this formula, charge and spin: 40.1 kcal per mole

Positions of all 9 atoms, in Å:
O1 -0.948 1.556 0.127
C1 -1.181 0.527 -0.449
C2 -0.291 -0.720 -0.375
C3 0.946 -0.329 0.289
C4 1.712 0.331 0.942
H1 -2.087 0.423 -1.075
H2 -0.172 -1.151 -1.377
H3 -0.829 -1.476 0.215
H4 2.328 0.970 1.534

***

# 7
Molecular formula: C5H10ClN
Method: DFT, ωB97M-V/def2-TZVPD

## Properties
* orbital gap (spin up / spin down): 8.30 / 7.69 eV
* LUMO energy (spin up / spin down): 0.77 / 0.67 eV
* ΔE to the lowest compared entry with this formula, charge and spin: 108.8 kcal per mole

Positions of all 17 atoms, in Å:
C1 -0.194 -0.287 1.804
C2 -1.137 0.182 1.005
C3 -2.581 0.210 1.120
C4 2.451 -0.239 -1.124
C5 0.009 0.002 -1.221
N1 1.270 0.568 -1.282
Cl1 -1.260 0.756 -2.252
H1 0.842 -0.160 1.587
H2 -0.354 -0.814 2.723
H3 -3.307 -0.471 0.519
H4 -2.764 0.110 2.162
H5 -2.802 1.168 0.807
H6 3.131 0.169 -0.314
H7 2.230 -1.317 -0.967
H8 3.083 -0.366 -2.037
H9 0.061 -1.119 -1.256
H10 1.320 1.610 -1.274

***

# 8
Molecular formula: C22H26N2O6S
Method: DFT, ωB97M-V/def2-TZVPD

## Properties
* orbital gap: 9.23 eV
* LUMO energy: 0.45 eV
* SMILES: COc1ccccc1CNC(=O)C1CCN(S(=O)(=O)c2ccc3c(c2)OCCO3)CC1
* ΔE to the lowest compared entry with this formula, charge and spin: 34.3 kcal per mole

Positions of all 57 atoms, in Å:
C1 -4.346 0.791 3.031
H1 -4.301 0.340 4.021
O1 -3.401 0.094 2.255
C2 -3.300 0.390 0.921
C3 -3.973 1.434 0.300
C4 -3.792 1.674 -1.051
C5 -2.947 0.876 -1.796
C6 -2.279 -0.168 -1.180
C7 -2.440 -0.424 0.171
C8 -1.710 -1.566 0.829
N1 -0.377 -1.732 0.296
C9 0.065 -2.897 -0.226
O2 -0.604 -3.908 -0.241
C10 1.477 -2.833 -0.809
C11 2.497 -2.344 0.227
C12 3.875 -2.166 -0.414
N2 3.826 -1.337 -1.592
S1 4.059 0.299 -1.432
O3 5.062 0.479 -0.426
O4 4.281 0.811 -2.751
C13 2.524 1.025 -0.829
C14 2.295 1.094 0.529
C15 1.096 1.618 1.001
C16 0.153 2.114 0.087
C17 0.405 2.032 -1.279
C18 1.586 1.481 -1.739
H2 1.810 1.429 -2.791
H3 -0.340 2.420 -1.954
O5 -1.004 2.707 0.497
C19 -1.006 3.056 1.865
C20 -0.463 1.904 2.707
H4 -0.451 2.159 3.768
O6 0.876 1.630 2.349
H5 -1.083 1.013 2.549
H6 -2.042 3.284 2.120
H7 -0.383 3.946 2.022
H8 3.049 0.767 1.226
C21 2.904 -1.787 -2.603
C22 1.482 -1.941 -2.058
H9 1.081 -0.955 -1.817
H10 0.847 -2.388 -2.826
H11 3.263 -2.750 -2.983
H12 2.942 -1.056 -3.411
H13 4.281 -3.141 -0.707
H14 4.571 -1.688 0.276
H15 2.182 -1.391 0.653
H16 2.567 -3.070 1.040
H17 1.740 -3.853 -1.108
H18 0.198 -0.906 0.251
H19 -1.668 -1.405 1.911
H20 -2.233 -2.511 0.646
H21 -1.625 -0.807 -1.756
H22 -2.810 1.059 -2.850
H23 -4.320 2.493 -1.517
H24 -4.640 2.070 0.861
H25 -4.102 1.856 3.109
H26 -5.357 0.677 2.628